1.
{"formula": "C19H19N5O", "method": "ωB97M-V/def2-TZVPD", "smiles": "COc1nc(N)c2c3c([nH]c2c1C#N)C(C)(C)c1ccccc1N3C", "e_above_lowest_kcal_mol": 58.98, "energy_ha": -1084.3575, "charge": 0, "homo_energy_ha": -0.2879, "homo_lumo_gap_ev": 8.368, "elements": ["N", "C", "N", "O", "C", "C", "C", "C", "C", "C", "C", "C", "C", "C", "C", "C", "C", "N", "N", "N", "C", "C", "C", "C", "C", "H", "H", "H", "H", "H", "H", "H", "H", "H", "H", "H", "H", "H", "H", "H", "H", "H", "H", "H"], "xyz": [[-1.6605, -3.5415, 3.9917], [-1.7039, -2.4505, 3.5365], [-2.1062, 1.0672, 2.9221], [-2.7713, -0.2093, 4.7489], [0.0472, 0.2762, -0.0149], [0.4131, -0.9526, -0.2047], [-2.1773, -0.1268, 3.4988], [-1.3989, 1.2829, 1.8296], [3.4140, 1.9102, -3.0085], [3.6809, 0.6903, -3.3672], [2.3277, 2.1627, -2.1218], [3.0191, -0.4003, -2.8527], [-1.6046, -1.2122, 2.8905], [-0.7460, 0.2711, 1.2279], [-0.8241, -0.9547, 1.6922], [1.6129, 1.0730, -1.5692], [1.9034, -0.2634, -1.9468], [-1.2056, 2.5240, 1.6497], [-0.1389, -1.7626, 0.8719], [0.4822, 1.3644, -0.8296], [-4.0903, 0.3861, 4.7489], [-0.6251, 2.1076, -1.4590], [1.9721, -2.6018, -1.1145], [0.0238, -1.7940, -2.6248], [1.1273, -1.4375, -1.4600], [3.7762, 2.7242, -3.5344], [4.4403, 0.5142, -4.2187], [2.0784, 3.1682, -1.9762], [3.3227, -1.4145, -3.1839], [-1.7870, 3.1780, 2.2152], [-0.1906, 2.6878, 1.4691], [-0.3144, -2.7243, 0.7310], [-3.9939, 1.4708, 4.5668], [-4.4511, 0.3274, 5.8005], [-4.8607, -0.1246, 4.0622], [-0.8682, 3.1300, -1.0189], [-1.5444, 1.4977, -1.4417], [-0.3914, 2.2029, -2.5638], [2.3832, -3.0210, -2.0441], [1.5467, -3.3960, -0.5901], [2.7711, -2.2030, -0.4461], [0.2635, -2.4602, -3.4413], [-0.9984, -2.1103, -2.1899], [-0.1528, -0.8562, -3.2309]], "atomic_forces_ev_per_a": [[-0.3, 3.2, -1.2], [0.8, -4.4, 1.2], [-1.7, -0.6, 1.9], [-0.5, -0.3, -1.8], [-0.5, 2.6, 1.0], [-0.2, -3.4, -0.4], [-0.4, 1.4, -0.3], [-1.7, -2.7, 4.1], [-3.7, 3.1, 2.4], [2.8, -4.2, -3.1], [1.4, -2.6, -0.8], [-1.6, -1.5, 1.3], [0.7, -0.4, -0.4], [1.6, 3.1, -3.8], [-1.7, -3.2, 2.4], [0.5, 0.6, -1.7], [3.0, 1.3, -1.4], [2.1, 6.3, -2.2], [1.6, 0.2, -1.9], [-1.8, -0.1, 1.9], [-0.7, 0.3, 0.8], [-0.2, 0.7, -1.3], [2.7, 0.7, -0.7], [-1.4, 1.7, 0.8], [-2.8, -0.3, -0.3], [1.1, 1.5, -0.7], [-1.1, 0.2, 1.6], [-0.6, 1.2, 0.6], [-0.3, 0.8, 0.2], [1.3, -0.9, -0.5], [-1.5, 0.8, -0.1], [-0.1, -1.0, 0.3], [-0.2, -0.6, -0.4], [0.3, -0.3, -0.8], [1.5, 0.7, 0.8], [0.6, -1.4, -0.5], [0.3, 0.2, 0.3], [-0.2, 0.2, 1.2], [0.3, 0.0, 0.5], [-1.3, -1.2, 0.8], [-0.1, -0.6, -0.6], [0.8, -0.8, 0.3], [1.7, 0.4, -0.5], [-0.1, -0.6, 1.0]]}



2.
{"formula": "C27H84O35P8", "method": "ωB97M-V/def2-TZVPD", "smiles": "COP(=O)(OC)OC.COP(=O)(OC)OC.COP(=O)(OC)OC.COP(=O)(OC)OC.COP(=O)(OC)OC.COP(=O)(OC)OC.COP(=O)(OC)OC.COP(=O)(OC)OC.CO.CO.CO", "e_above_lowest_kcal_mol": 73.57, "energy_ha": -6443.9606, "charge": 0, "homo_energy_ha": -0.3647, "homo_lumo_gap_ev": 10.073, "elements": ["C", "O", "P", "O", "O", "C", "O", "C", "H", "H", "H", "H", "H", "H", "H", "H", "H", "C", "O", "P", "O", "O", "C", "O", "C", "H", "H", "H", "H", "H", "H", "H", "H", "H", "C", "O", "P", "O", "O", "C", "O", "C", "H", "H", "H", "H", "H", "H", "H", "H", "H", "C", "O", "P", "O", "O", "C", "O", "C", "H", "H", "H", "H", "H", "H", "H", "H", "H", "C", "O", "P", "O", "O", "C", "O", "C", "H", "H", "H", "H", "H", "H", "H", "H", "H", "C", "O", "P", "O", "O", "C", "O", "C", "H", "H", "H", "H", "H", "H", "H", "H", "H", "C", "O", "P", "O", "O", "C", "O", "C", "H", "H", "H", "H", "H", "H", "H", "H", "H", "C", "O", "P", "O", "O", "C", "O", "C", "H", "H", "H", "H", "H", "H", "H", "H", "H", "C", "O", "H", "H", "H", "H", "C", "O", "H", "H", "H", "H", "C", "O", "H", "H", "H", "H"], "xyz": [[3.1904, -0.2885, 2.2259], [3.8311, -1.5349, 1.8096], [4.9390, -1.4434, 0.6424], [5.5475, -2.7508, 0.2924], [4.2397, -0.6284, -0.5931], [5.0161, -0.4472, -1.7738], [5.9382, -0.2977, 1.2657], [7.0809, 0.1381, 0.5509], [2.8475, -0.5555, 3.2255], [2.3356, -0.1723, 1.5596], [3.6999, 0.6728, 2.2912], [4.3445, -0.3791, -2.6296], [5.6493, -1.3028, -2.0084], [5.7113, 0.3922, -1.7598], [7.0600, 1.2216, 0.4347], [7.1983, -0.3082, -0.4366], [7.9223, -0.0522, 1.2171], [2.3416, -3.2283, -1.5097], [1.5276, -4.2981, -1.0083], [0.0922, -4.7674, -1.6464], [-0.5702, -3.6539, -2.3878], [-0.7110, -5.3376, -0.4262], [-1.2889, -4.4396, 0.5670], [0.5588, -6.0624, -2.5190], [1.3799, -7.0606, -1.9600], [3.0936, -3.5281, -2.2395], [2.7559, -2.6921, -0.6560], [1.7820, -2.4279, -1.9938], [-0.8875, -3.4331, 0.4489], [-0.9509, -4.7709, 1.5489], [-2.3714, -4.3149, 0.5902], [1.3741, -7.0566, -0.8700], [2.4063, -6.9908, -2.3203], [1.0593, -8.0522, -2.2795], [1.2618, 5.8208, 1.2843], [0.4817, 5.0801, 0.3839], [1.2322, 4.1810, -0.7538], [0.2907, 3.5171, -1.6744], [2.1895, 3.1600, 0.0688], [3.1038, 2.3020, -0.6394], [2.3112, 5.1984, -1.4281], [1.8982, 6.2460, -2.2531], [0.7093, 6.6937, 1.6319], [2.1969, 6.2463, 0.9201], [1.6586, 5.2860, 2.1472], [3.1294, 2.4109, -1.7237], [2.7513, 1.2776, -0.5194], [4.1168, 2.3751, -0.2436], [0.8776, 6.6219, -2.1810], [2.0443, 5.8450, -3.2561], [2.5566, 7.1025, -2.1081], [0.0128, 2.2168, 2.6992], [-1.2429, 2.6570, 3.1889], [-1.4611, 4.2975, 3.3019], [-0.3067, 5.0356, 3.8625], [-1.9866, 4.7269, 1.8087], [-3.0505, 4.0381, 1.1574], [-2.7802, 4.3720, 4.2781], [-3.3881, 5.5927, 4.5956], [-0.0978, 1.3301, 2.0749], [0.6357, 1.9084, 3.5388], [0.6150, 2.9106, 2.1125], [-3.9605, 4.6237, 1.0271], [-3.1842, 3.1251, 1.7376], [-2.7093, 3.7543, 0.1619], [-3.0825, 5.9214, 5.5889], [-4.4543, 5.3763, 4.5285], [-3.1454, 6.4459, 3.9621], [-3.0594, 2.4560, -7.3604], [-3.1476, 1.6321, -6.2747], [-3.4691, 0.0019, -6.4011], [-2.3919, -0.8514, -6.9278], [-3.9621, -0.3851, -4.9361], [-3.0571, -0.5732, -3.8068], [-4.8219, -0.0311, -7.3010], [-5.8987, 0.8627, -7.0262], [-2.4088, 3.3015, -7.1370], [-4.0428, 2.8248, -7.6518], [-2.6579, 1.9824, -8.2564], [-2.8291, -1.6307, -3.6730], [-3.4809, -0.1472, -2.8974], [-2.1124, -0.0296, -3.8141], [-5.9528, 1.7376, -7.6741], [-5.9161, 1.2143, -5.9947], [-6.8402, 0.3169, -7.0891], [3.1974, -7.5784, 4.6766], [2.4062, -6.7665, 3.8817], [2.6098, -6.8154, 2.2630], [4.0058, -6.7445, 1.7853], [1.6577, -5.5391, 1.8839], [2.2014, -4.2142, 1.9429], [1.8011, -8.1158, 1.8765], [0.5135, -8.4509, 2.2933], [3.9120, -6.9946, 5.2568], [3.7425, -8.3360, 4.1137], [2.5210, -8.0915, 5.3601], [3.0591, -4.2711, 1.2728], [2.4540, -4.1226, 2.9993], [1.4458, -3.5148, 1.5851], [0.0057, -7.7482, 2.9540], [0.5336, -9.3574, 2.8983], [-0.1846, -8.6169, 1.4728], [1.9048, -4.3060, 6.7022], [0.9852, -3.2213, 6.9648], [1.2875, -1.7300, 6.3921], [0.3023, -0.6651, 6.7322], [2.7965, -1.3949, 6.8828], [3.3619, -0.1223, 6.5535], [1.4179, -1.9287, 4.7728], [0.2569, -1.9596, 3.9407], [2.2627, -4.7510, 7.6306], [2.7463, -4.0321, 6.0658], [1.4845, -5.1527, 6.1595], [4.2812, -0.1685, 5.9696], [3.7401, 0.2256, 7.5148], [2.7870, 0.6770, 6.0858], [-0.6628, -1.7699, 4.4940], [0.1279, -2.9680, 3.5477], [0.2974, -1.2131, 3.1475], [-6.5647, 4.9979, -1.9562], [-6.0662, 5.1367, -3.2587], [-5.0262, 4.0145, -3.7857], [-5.3633, 2.5718, -3.6030], [-3.5725, 4.3291, -3.0773], [-2.4145, 3.6164, -3.4016], [-4.8197, 4.3950, -5.3558], [-4.7233, 5.7397, -5.7763], [-6.0175, 5.6938, -1.3203], [-6.5153, 4.0258, -1.4656], [-7.5952, 5.3273, -1.8231], [-2.1435, 3.0058, -2.5403], [-1.6433, 4.3218, -3.7108], [-2.6281, 2.9086, -4.2026], [-3.7663, 6.0295, -6.2100], [-4.8407, 6.4183, -4.9314], [-5.4336, 6.0832, -6.5283], [0.7564, 0.7309, -3.2973], [-0.4377, 1.3001, -2.7647], [1.3811, 0.2335, -2.5554], [0.4956, 0.0644, -4.1195], [1.3691, 1.5370, -3.7010], [-0.1867, 2.1097, -2.3140], [-0.1307, -0.6633, -0.2382], [-1.3870, -0.1576, -0.4567], [0.5577, 0.1654, -0.0721], [-0.1892, -1.3716, 0.5883], [0.2194, -1.1748, -1.1348], [-1.3829, 0.4360, -1.2111], [-3.2602, -0.2938, 2.5253], [-2.5871, -1.3464, 1.8404], [-4.2689, -0.1092, 2.1557], [-3.3151, -0.5324, 3.5874], [-2.6405, 0.5799, 2.3237], [-2.4355, -0.8924, 1.0083]], "atomic_forces_ev_per_a": [[-1.4, -0.9, 0.5], [1.5, 1.4, -1.5], [0.9, 0.0, 0.6], [-0.8, 1.8, 0.2], [0.4, -0.6, 1.0], [0.3, -0.6, -1.1], [-1.5, -1.2, -0.5], [0.7, 0.4, 0.4], [-0.2, 0.3, 0.0], [-0.1, 0.2, 0.1], [0.9, -0.5, -0.4], [-0.2, 0.3, 0.2], [-0.1, -0.4, 0.4], [-0.5, 0.4, 0.3], [-0.3, 0.1, -0.1], [0.2, -0.3, 0.3], [0.3, -0.3, -0.4], [-0.6, 0.8, 0.0], [-0.7, -0.1, -0.2], [1.5, 1.5, -1.6], [0.8, -1.7, 0.7], [-0.5, -0.2, 0.4], [0.9, 0.6, 0.5], [-1.5, 1.6, 0.6], [0.7, -1.0, 0.5], [0.1, -0.5, 0.4], [0.4, -0.6, 0.1], [-0.6, -0.4, -0.3], [0.0, 0.0, -0.2], [0.0, -0.3, -0.1], [0.0, -0.7, -0.7], [0.0, 0.1, 0.0], [0.0, 0.5, 0.1], [-0.5, 0.1, -0.1], [1.5, 1.5, 1.4], [0.9, -1.8, -1.9], [0.7, 0.8, 1.1], [0.6, 1.0, 0.6], [-0.6, 1.4, -0.9], [-0.3, -1.0, -0.3], [-0.9, -1.9, 2.0], [0.2, 0.7, -1.8], [-0.4, -0.4, 0.0], [-0.1, -0.1, -1.1], [-0.9, -0.6, 0.1], [-0.1, 0.7, 0.0], [0.1, 0.0, 0.3], [-0.2, 0.3, 0.2], [-0.2, -0.5, 0.5], [-0.2, 0.5, -0.3], [0.1, -0.2, 0.1], [1.1, -0.8, 0.1], [-0.8, 2.4, 0.0], [-0.9, -0.9, 0.5], [-1.0, -0.4, -1.2], [1.0, 0.8, 1.8], [0.4, -1.1, 0.0], [2.1, -1.5, -1.8], [-0.5, 0.8, 0.4], [-0.5, 0.0, 0.0], [0.0, 0.1, 0.2], [-0.5, 0.5, 0.1], [0.1, 0.2, 0.5], [-0.7, -0.1, -0.3], [0.1, 0.1, 0.0], [-0.2, -0.3, 0.2], [0.0, 0.4, 0.3], [0.1, -0.3, -0.5], [0.0, 1.0, -1.9], [-0.3, -3.0, 1.8], [-0.3, 0.7, 0.0], [-0.6, 0.9, 0.0], [0.6, 0.7, -0.1], [0.3, 0.1, 0.4], [1.2, 0.2, 0.7], [-1.0, 0.0, 1.0], [-0.1, 0.0, 0.2], [-0.1, 0.3, 0.1], [0.2, -0.3, 0.0], [-0.2, 0.1, -0.1], [-0.8, -0.3, -0.2], [0.0, 0.1, -1.0], [0.4, -0.2, -0.3], [0.5, 0.1, 0.1], [0.1, -0.2, -0.5], [0.5, -1.1, 1.0], [-0.3, 1.1, -1.8], [-0.4, 2.2, 0.8], [-1.4, -0.5, 0.4], [-0.2, -2.6, -0.1], [0.6, -1.2, 0.1], [0.9, 0.6, -0.9], [-1.7, -0.5, 1.0], [0.0, 0.1, -0.1], [0.1, 0.0, -0.1], [0.1, -0.1, 0.2], [0.2, 0.8, 0.3], [0.3, 1.0, -0.1], [0.1, -0.1, 0.2], [0.5, 0.6, -0.1], [0.3, -0.2, -0.2], [0.5, 0.0, -0.4], [0.5, -0.6, -0.3], [0.7, 1.0, -0.5], [-0.7, 0.7, -0.4], [1.0, -1.8, -0.2], [-1.4, -0.6, -1.5], [1.5, 0.8, 1.0], [0.6, 0.2, 1.2], [-1.0, -0.4, 0.3], [0.0, 0.5, 0.2], [0.1, 0.5, 0.3], [-0.9, 0.4, -0.1], [-0.1, -0.9, -0.4], [-0.3, 0.4, 0.0], [-0.9, -0.6, 0.2], [0.1, 0.3, 0.2], [0.3, 0.1, -0.3], [0.4, -0.1, 0.0], [-0.3, 0.8, 2.3], [1.1, -1.3, -1.1], [1.6, -1.8, -0.4], [-0.1, 2.1, -0.3], [-3.3, 1.7, -0.1], [0.2, -1.3, -0.5], [-0.6, -0.3, 1.0], [0.4, 1.8, 0.4], [0.3, 0.0, 0.1], [0.3, -0.3, -0.7], [-0.1, -0.1, -0.9], [0.3, 0.4, -0.1], [0.1, -0.2, 0.2], [0.2, 0.0, -0.2], [0.4, -0.8, 0.1], [-0.1, 0.0, 0.1], [-0.5, -0.8, 0.1], [-0.2, 0.7, -0.3], [0.0, -1.3, -0.2], [-0.2, -0.3, 0.2], [0.0, -0.1, 0.2], [0.1, 0.1, -0.3], [0.1, 0.5, 0.2], [1.0, -0.2, -0.7], [-2.1, 0.3, 0.6], [0.5, 0.0, 0.5], [0.3, 0.2, 0.1], [0.1, -0.4, 0.1], [0.3, 0.1, -0.5], [0.5, 0.0, 0.2], [-0.5, 0.0, 0.1], [-0.1, -0.1, -0.1], [0.1, 0.2, 0.0], [-0.3, 0.5, 0.6], [0.5, -0.5, -0.9]]}